The following is a quantum chemistry calculation of a structure of composition C26H38BBrF15NO17S in a non-equilibrium geometry, from the Open Molecules 2025 dataset.

Summary:
M: 1044.333 g/mol
highest occupied orbital energy: -9.7 eV
E_tot: -6842.59386 Eh
Kohn-Sham gap: 9.418 eV

The geometry in XYZ format:
```
100
Properties=species:S:1:pos:R:3:lowdin_charge:R:1
N -3.52823 -2.83024 -0.09623 0.03
C -2.37377 -2.88053 -1.00177 -0.17
C -1.07521 -3.26604 -0.29757 -0.40
C -0.70147 -2.14047 0.70964 -0.08
C -0.72345 -2.49660 2.20358 -0.25
C -2.00333 -3.16293 2.70733 -0.59
Br -1.59071 -4.44366 4.12491 0.67
O -1.02280 -4.60343 0.21582 -0.11
S 0.53063 -5.07712 0.24464 0.64
O 0.67649 -6.28758 -0.47313 -0.20
O 1.03456 -5.00463 1.55854 -0.20
O 1.12608 -3.88711 -0.68170 -0.09
C -0.01839 -3.38418 -1.38411 -0.36
O 0.19276 -2.27904 -2.17178 0.19
B 0.45638 -2.62940 -3.50220 -0.75
O 1.72948 -2.98427 -3.85309 0.23
O -0.54951 -2.57494 -4.45047 0.18
H -3.40388 -2.09845 0.59594 0.07
H -4.33052 -2.52983 -0.63825 0.08
H -2.21446 -1.93185 -1.51064 0.13
H -2.59975 -3.66352 -1.73198 0.13
H 0.32120 -1.83837 0.47869 0.13
H -1.31312 -1.25929 0.52632 0.13
H 0.14981 -3.06645 2.49809 0.07
H -0.63733 -1.54563 2.73578 0.11
H -2.54127 -3.72688 1.95748 0.03
H -2.68857 -2.46019 3.16760 0.03
H -0.37787 -4.21428 -2.02196 0.17
H 1.70843 -3.81960 -4.33003 0.12
H -1.15669 -3.31688 -4.40442 0.11
C 0.13291 3.02439 6.79724 -0.05
C 0.53354 1.56949 6.72105 -0.18
O -0.62296 0.70702 6.64602 0.04
C -1.15467 0.55055 5.44923 -0.41
O -0.78823 1.04031 4.42106 0.16
C -2.33560 -0.43513 5.53311 -0.55
F -3.12530 -0.17909 6.57566 0.18
F -1.86904 -1.68049 5.64733 0.13
F -3.07829 -0.36609 4.42788 0.16
H -0.55209 3.18581 7.63070 0.09
H 1.00484 3.64345 6.94272 0.05
H -0.37637 3.33933 5.88612 0.09
H 1.05730 1.26722 7.62561 0.12
H 1.19386 1.37795 5.87615 0.13
C -2.62642 -0.38160 -6.99849 -0.05
C -2.18607 -1.76558 -7.41858 -0.18
O -3.31446 -2.56764 -7.83522 0.04
C -3.72617 -2.39231 -9.07816 -0.39
O -3.27037 -1.64496 -9.89244 0.16
C -4.89774 -3.34914 -9.37712 -0.55
F -5.77886 -3.36695 -8.37579 0.17
F -4.43430 -4.59123 -9.54985 0.17
F -5.52760 -2.97763 -10.48446 0.18
H -3.39016 -0.44438 -6.22291 0.08
H -1.77666 0.17895 -6.61180 0.09
H -3.05115 0.16693 -7.83872 0.08
H -1.74598 -2.29680 -6.58095 0.10
H -1.44324 -1.72733 -8.21373 0.13
C 5.17437 8.88456 6.69173 -0.06
C 5.39805 7.38941 6.65723 -0.19
O 4.14510 6.67499 6.59006 0.03
C 3.60761 6.55777 5.38721 -0.40
O 4.04163 6.97416 4.35600 0.18
C 2.30645 5.73704 5.48547 -0.55
F 1.56172 6.12617 6.52351 0.17
F 2.60292 4.43571 5.64673 0.15
F 1.58164 5.86229 4.38452 0.18
H 4.51153 9.15117 7.51498 0.08
H 6.12386 9.40166 6.82310 0.08
H 4.71558 9.23325 5.76728 0.08
H 5.87106 7.04823 7.57496 0.13
H 6.03368 7.09619 5.82334 0.13
C 4.68265 -2.20094 9.70445 -0.06
C 4.42867 -0.78922 9.22560 -0.19
O 3.30200 -0.20024 9.90941 0.03
C 3.55083 0.31999 11.10083 -0.40
O 4.60066 0.35470 11.66836 0.17
C 2.25945 0.94643 11.66509 -0.56
F 1.20983 0.14359 11.48518 0.17
F 2.01052 2.10444 11.03795 0.16
F 2.38604 1.19047 12.96092 0.18
H 3.78239 -2.80616 9.59846 0.08
H 5.48251 -2.65552 9.12151 0.08
H 4.97075 -2.21171 10.75495 0.08
H 4.15729 -0.78407 8.17233 0.12
H 5.30636 -0.15692 9.34985 0.13
C -2.94030 -0.33403 -12.50512 -0.07
C -3.22059 0.61590 -13.64760 -0.19
O -2.10209 1.49924 -13.88621 0.03
C -1.12159 1.00930 -14.62476 -0.41
O -1.05892 -0.07748 -15.11673 0.17
C -0.03477 2.08662 -14.81677 -0.56
F 0.23510 2.71702 -13.67111 0.17
F -0.45052 2.99709 -15.70519 0.17
F 1.08719 1.54292 -15.26876 0.18
H -2.66382 0.21775 -11.60894 0.08
H -3.81953 -0.93410 -12.28655 0.07
H -2.11660 -1.00470 -12.74880 0.08
H -4.05427 1.27184 -13.40713 0.12
H -3.47066 0.08347 -14.56410 0.12
```

***

The following is a quantum chemistry calculation of a cluster of 15 separate species, C65H105N5O10 in total in a non-equilibrium geometry, from the Open Molecules 2025 dataset.

Summary:
M: 1116.580 g/mol
highest occupied orbital energy: -9.5 eV
E_tot: -3565.53552 Eh
Kohn-Sham gap: 9.527 eV

The geometry in XYZ format:
```
185
Properties=species:S:1:pos:R:3:lowdin_charge:R:1
C 3.31852 32.86144 -1.09004 -0.18
C 2.44830 31.79042 -0.55979 -0.18
C 1.18542 32.49671 -0.09764 -0.20
O 1.16670 33.61682 -0.95692 -0.14
C 2.45683 34.12106 -1.07538 -0.21
H 3.66948 32.54588 -2.07256 0.11
H 4.21196 33.10291 -0.51422 0.11
H 2.84426 31.19292 0.26137 0.11
H 2.18498 31.10102 -1.36197 0.11
H 1.11267 32.75645 0.95847 0.11
H 0.23927 31.96692 -0.20817 0.12
H 2.63340 34.76006 -0.21017 0.12
H 2.55870 34.73225 -1.97214 0.12
C -5.10063 42.20337 13.33636 -0.17
C -6.07814 41.83186 12.21263 -0.18
C -5.16562 42.08599 11.04186 -0.23
O -4.59218 43.35256 11.33913 -0.14
C -4.44601 43.49993 12.75848 -0.18
H -4.37871 41.44948 13.65036 0.11
H -5.68938 42.36356 14.23957 0.10
H -7.00155 42.41102 12.21111 0.12
H -6.43948 40.80785 12.30717 0.11
H -5.70698 42.08156 10.09581 0.12
H -4.43022 41.28706 10.94691 0.12
H -5.13293 44.30204 13.02843 0.11
H -3.46028 43.78478 13.12634 0.11
C 7.96785 39.58551 9.00103 -0.19
C 8.67918 38.39704 9.57379 -0.18
C 8.98878 38.89322 10.97903 -0.22
O 7.87499 39.66969 11.37201 -0.15
C 7.12375 40.06650 10.21586 -0.17
H 7.41620 39.48330 8.06650 0.11
H 8.69506 40.33184 8.68127 0.11
H 9.61068 38.26042 9.02449 0.11
H 8.06705 37.49790 9.50334 0.12
H 9.84359 39.56945 10.98982 0.11
H 9.23154 38.16792 11.75563 0.12
H 7.02330 41.15144 10.24607 0.12
H 6.20572 39.48207 10.15446 0.11
C 8.35433 40.19844 -0.18940 -0.20
C 7.57887 39.31553 0.72021 -0.18
C 6.61129 40.34253 1.33089 -0.18
O 6.24711 41.07720 0.14456 -0.15
C 7.40429 41.29235 -0.65656 -0.20
H 8.80205 39.65260 -1.01988 0.11
H 9.10064 40.67408 0.44691 0.11
H 8.30879 38.91103 1.42140 0.11
H 7.05771 38.56576 0.12494 0.12
H 7.11590 41.00383 2.03530 0.11
H 5.79427 39.90287 1.90298 0.12
H 7.71185 42.31425 -0.43465 0.11
H 7.22756 41.20914 -1.72891 0.12
C 3.14335 31.77764 14.05561 -0.20
C 4.57931 32.06949 14.06542 -0.18
C 4.63073 33.27739 13.08518 -0.20
O 3.35453 33.42564 12.50070 -0.17
C 2.61475 32.19158 12.65171 -0.15
H 2.62444 32.32169 14.84482 0.12
H 3.03742 30.71108 14.25384 0.11
H 5.16794 31.19058 13.80249 0.11
H 4.89573 32.43108 15.04379 0.11
H 5.33941 33.06954 12.28352 0.11
H 4.73982 34.20831 13.64156 0.12
H 2.91511 31.47087 11.89114 0.11
H 1.55376 32.40263 12.51806 0.12
C 1.07886 39.40419 14.64953 -0.18
C 2.03716 40.53672 15.01596 -0.19
C 2.89875 39.90861 16.08579 -0.19
O 2.04214 38.88558 16.68023 -0.16
C 0.79210 38.72416 15.95437 -0.19
H 1.65306 38.72569 14.01865 0.12
H 0.20879 39.80620 14.13041 0.11
H 1.49115 41.37980 15.43927 0.11
H 2.63891 40.92943 14.19634 0.11
H 3.31971 40.61592 16.80037 0.12
H 3.68927 39.42626 15.51087 0.11
H 0.04091 39.23663 16.55537 0.12
H 0.54847 37.66985 15.82342 0.12
C 5.55551 33.77155 4.90283 -0.15
C 4.96993 32.59608 5.69987 -0.18
C 5.63257 31.33292 5.26355 -0.22
O 6.56074 31.71846 4.27697 -0.14
C 6.86035 33.11029 4.44011 -0.20
H 5.61887 34.73079 5.41660 0.11
H 5.00677 34.03031 3.99727 0.10
H 3.89857 32.57410 5.50037 0.11
H 5.05934 32.84421 6.75747 0.11
H 4.91122 30.62810 4.85004 0.12
H 6.15695 30.84044 6.08243 0.12
H 7.27240 33.46624 3.49586 0.12
H 7.70497 33.23587 5.11755 0.11
C -2.08140 39.10765 -3.36605 -0.18
C -1.12027 39.68891 -2.33539 -0.16
C 0.14491 40.03940 -3.17781 -0.20
O -0.16450 39.73003 -4.52600 -0.14
C -1.14488 38.66000 -4.48889 -0.18
H -2.85468 39.82249 -3.64736 0.11
H -2.60699 38.30602 -2.84718 0.10
H -1.01419 38.94313 -1.54757 0.10
H -1.47640 40.52957 -1.73994 0.10
H 1.06709 39.52249 -2.91236 0.11
H 0.42696 41.09188 -3.14918 0.11
H -0.79525 37.62976 -4.42220 0.11
H -1.64027 38.61338 -5.45869 0.11
C -4.98362 33.65129 15.21537 -0.17
C -5.00965 34.66720 14.09982 -0.16
C -6.39490 34.50377 13.38006 -0.16
O -7.06068 33.51849 14.19775 -0.15
C -6.09855 32.67761 14.80347 -0.22
H -5.26265 34.06717 16.18350 0.11
H -4.05220 33.08948 15.28583 0.11
H -4.21140 34.59426 13.36119 0.10
H -4.91942 35.65788 14.54535 0.10
H -6.32120 34.20450 12.33455 0.11
H -7.01955 35.39658 13.35118 0.11
H -5.76344 31.90253 14.11424 0.11
H -6.49529 32.14036 15.66490 0.12
C -9.76883 31.04646 8.19007 -0.16
C -8.90189 29.83009 8.48787 -0.18
C -9.58662 28.69290 7.76597 -0.20
O -10.97044 28.95486 8.05700 -0.15
C -11.11665 30.37001 7.86858 -0.20
H -9.35177 31.70323 7.42665 0.11
H -9.89771 31.62733 9.10335 0.10
H -8.92391 29.72998 9.57304 0.11
H -7.85617 30.00236 8.23310 0.11
H -9.35799 27.68201 8.10345 0.12
H -9.43913 28.60382 6.68967 0.12
H -11.96424 30.70423 8.46689 0.11
H -11.48058 30.54111 6.85548 0.11
N -4.11884 28.82112 3.29050 0.05
C -3.26754 27.79898 2.92417 -0.14
C -2.07608 27.49442 3.53704 -0.09
C -1.69384 28.34490 4.56547 -0.08
C -2.50679 29.42523 4.97531 -0.06
C -3.72462 29.57908 4.30539 -0.17
H -3.69689 27.16766 2.16030 0.10
H -1.48433 26.63826 3.24854 0.10
H -0.74015 28.17391 5.04259 0.10
H -2.19251 29.99696 5.83597 0.10
H -4.44655 30.26236 4.72774 0.10
N -9.96698 42.70318 1.78938 0.05
C -9.49530 43.68447 2.61486 -0.13
C -8.27998 43.45994 3.28174 -0.08
C -7.57090 42.26220 3.09594 -0.08
C -8.15817 41.20933 2.41103 -0.09
C -9.29927 41.52178 1.73584 -0.17
H -10.05049 44.60892 2.67447 0.10
H -7.87636 44.24532 3.90358 0.09
H -6.61439 42.07343 3.56055 0.10
H -7.81614 40.18507 2.39279 0.10
H -9.70122 40.74230 1.10555 0.10
N -9.06357 34.29746 1.28542 0.05
C -10.41187 34.50609 1.08717 -0.11
C -10.95908 34.70977 -0.20586 -0.07
C -10.08154 34.71868 -1.26450 -0.10
C -8.73162 34.43720 -1.11341 -0.08
C -8.31035 34.24916 0.17265 -0.18
H -11.09809 34.52518 1.92091 0.09
H -12.01695 34.79382 -0.40649 0.10
H -10.41615 34.88178 -2.27832 0.10
H -8.03116 34.51061 -1.93218 0.10
H -7.28456 33.96873 0.36112 0.10
N -2.75187 36.33352 7.05958 0.05
C -1.48520 36.70642 7.29798 -0.16
C -0.48787 36.95730 6.33290 -0.06
C -0.88275 36.80528 5.00401 -0.08
C -2.18532 36.37051 4.72478 -0.08
C -3.09644 36.19731 5.76202 -0.15
H -1.20384 36.72222 8.34056 0.09
H 0.50799 37.26510 6.61559 0.10
H -0.23276 37.06788 4.18244 0.10
H -2.52362 36.24144 3.70729 0.10
H -4.09383 35.87339 5.50378 0.10
N 1.27764 43.81469 4.83037 0.04
C 0.09475 43.80699 5.45226 -0.15
C -0.96704 44.64229 5.06030 -0.06
C -0.70636 45.57144 4.02434 -0.07
C 0.56995 45.65975 3.45971 -0.07
C 1.50789 44.74971 3.90169 -0.16
H -0.02595 43.05269 6.21570 0.10
H -1.92070 44.60155 5.56555 0.09
H -1.53409 46.20999 3.75318 0.10
H 0.74692 46.29894 2.60734 0.10
H 2.46179 44.51225 3.45436 0.10
```

***

The following is a quantum chemistry calculation of a structure of composition C21H13F12NO4Tc, from the Open Molecules 2025 dataset.

Summary:
M: 669.314 g/mol
highest occupied orbital energy (alpha / beta): -19.0 / -19.0 eV
E_tot: -2441.79221 Eh
Kohn-Sham gap (alpha / beta): 5.326 / 5.328 eV
total charge: +3

The geometry in XYZ format:
```
52
Properties=species:S:1:pos:R:3:nbo_charge:R:1
Tc -0.22078 0.29555 -2.42373 1.78
C -4.74057 0.28622 2.79537 -0.67
C -3.49713 0.26865 1.98204 0.17
C -2.40874 1.09181 2.28111 -0.21
C -1.28230 1.06397 1.49286 -0.14
C -1.22579 0.22132 0.35417 0.18
N -0.05167 0.21663 -0.38363 -0.34
C 1.09367 0.04319 0.27929 0.30
C 0.99556 -0.56940 1.60236 -0.08
C 2.06493 -0.67044 2.43151 -0.23
C 3.33609 -0.25152 1.98999 0.28
C 4.52908 -0.38746 2.83598 -0.70
C 3.47974 0.22479 0.63971 -0.10
C 2.43359 0.35654 -0.20903 -0.05
C 2.66489 0.91253 -1.59116 0.07
O 1.51014 0.62774 -2.38585 -0.46
C 3.84106 0.21455 -2.36886 0.99
F 4.99954 0.65718 -1.91274 -0.27
F 3.72645 0.46915 -3.65443 -0.26
F 3.75056 -1.09808 -2.16649 -0.29
C 2.78987 2.47090 -1.54023 0.98
F 3.82266 2.80479 -0.78885 -0.27
F 1.67042 2.94035 -0.96204 -0.32
F 2.90563 2.97269 -2.74657 -0.26
C -2.33851 -0.61047 0.02126 -0.09
C -3.42222 -0.59655 0.85280 -0.08
C -2.20370 -1.60745 -1.11978 0.08
O -1.47218 -0.90762 -2.14881 -0.44
C -1.37424 -2.87074 -0.71206 0.97
F -0.07185 -2.50798 -0.61102 -0.34
F -1.46799 -3.83033 -1.59630 -0.25
F -1.77881 -3.28394 0.47687 -0.28
C -3.55638 -1.99862 -1.80227 0.98
F -4.17736 -2.87411 -1.02310 -0.28
F -3.31691 -2.52386 -2.98711 -0.27
F -4.30438 -0.91322 -1.94910 -0.28
H -4.62443 0.84360 3.72042 0.26
H -5.07167 -0.73113 3.01490 0.27
H -5.53804 0.75117 2.20340 0.29
H -2.46097 1.76743 3.12498 0.27
H -0.46152 1.75001 1.67041 0.26
H 0.05686 -1.03226 1.87659 0.26
H 1.96399 -1.14120 3.40134 0.28
H 4.28701 -0.45606 3.89396 0.28
H 5.25380 0.40579 2.64235 0.29
H 5.02703 -1.32917 2.54427 0.32
H 4.47633 0.49446 0.31159 0.27
H -4.25144 -1.27115 0.68038 0.26
O -1.97677 1.36097 -2.62152 -0.53
C -1.38186 2.39953 -3.03291 0.67
O -0.12151 2.25942 -2.96674 -0.52
H -1.87920 3.29182 -3.41555 0.25
```

***

The following is a quantum chemistry calculation of the molecule C5H7NO2 in a non-equilibrium geometry, from the Open Molecules 2025 dataset.

Summary:
M: 113.116 g/mol
highest occupied orbital energy: -8.7 eV
E_tot: -399.82558 Eh
Kohn-Sham gap: 9.129 eV

The geometry in XYZ format:
```
15
Properties=species:S:1:pos:R:3:nbo_charge:R:1
C 0.68178 0.16848 -2.48037 0.85
C 0.40471 0.66803 0.94111 -0.39
C -0.63375 -0.50354 1.05876 -0.58
C 0.31267 1.44517 -0.33801 -0.20
C 0.10681 -1.82459 1.00256 0.32
N 0.89526 0.82669 -1.50878 -0.55
O 0.75958 -0.41050 -3.48999 -0.52
O -0.49447 -2.78879 0.31353 -0.65
H 0.08381 1.39658 1.59778 0.21
H 1.47261 0.33981 1.06621 0.24
H -0.88714 -0.43703 2.18315 0.26
H -1.46153 -0.51266 0.44666 0.19
H -0.67920 1.72042 -0.41380 0.19
H 0.85271 2.50450 -0.21329 0.20
H -1.41386 -2.59258 -0.16554 0.44
```